(1)
109
Properties=species:S:1:pos:R:3 method="wB97M-V/def2-TZVPD" de_lowest_kj_mol=8.20 s_squared=6.0418 energy_ev=-135303.8094 charge=+3 multiplicity=5 homo_ev="-15.31 / -16.10" lumo_ev="-6.929 / -11.447" max_force_ev_per_a=0.64 orbital_gap_ev="8.4 / 4.6"
Pd 0.0228 -0.8500 0.2623
Br 2.1797 -2.9262 -1.2897
C 1.2589 -3.7123 0.1567
C 1.5295 -5.0313 0.4829
C 0.8234 -5.5981 1.5290
C -0.1210 -4.8304 2.1967
C -0.3165 -3.5241 1.7984
N 0.3660 -2.9559 0.7899
H 2.2655 -5.5913 -0.0737
H 1.0027 -6.6264 1.8112
H -0.7016 -5.2345 3.0126
H -1.0454 -2.8903 2.2828
C -3.5825 -3.2170 -1.9439
C -3.7224 -2.8720 -0.5852
C -2.8401 -1.9909 -0.0196
C -1.7198 -1.4858 -0.7423
C -1.6630 -1.7934 -2.1401
C -2.5391 -2.6786 -2.7148
H -4.3079 -3.8720 -2.4080
H -4.5395 -3.2973 -0.0189
H -2.9468 -1.7131 1.0202
H -0.8815 -1.3349 -2.7332
H -2.4663 -2.9501 -3.7584
N 0.8109 0.2941 -1.8002
C 1.2166 0.4528 -2.8667
C 1.7204 0.6216 -4.1951
C 1.8902 -0.5054 -5.0026
C 2.3682 -0.3398 -6.2915
C 2.6659 0.9328 -6.7623
C 2.4893 2.0510 -5.9555
C 2.0130 1.9041 -4.6636
H 1.6456 -1.4894 -4.6285
H 2.5052 -1.1987 -6.9327
H 3.0333 1.0557 -7.7717
H 2.7168 3.0349 -6.3390
H 1.8589 2.7658 -4.0293
C -4.6952 -0.6478 4.8442
C -4.9471 -0.4734 3.3536
C -3.7772 0.2584 2.6830
C -2.4253 -0.1304 3.3261
C -2.5085 -1.5498 3.9026
C -3.4837 -1.5593 5.0868
P -0.9311 0.2544 2.3034
C 0.4725 0.4278 3.4920
C 0.1705 1.0477 4.8800
C 0.1506 -0.0123 5.9740
C 1.5343 -0.6550 6.1255
C 2.2464 -0.7993 4.7690
C 1.2301 -0.8987 3.6395
C -1.1222 1.9479 1.5989
C -2.0329 2.0620 0.3695
C -1.7249 3.3667 -0.3724
C -1.4341 4.5257 0.5945
C -2.0772 4.2759 1.9503
C -1.4538 3.0527 2.6289
H -5.5752 -1.0618 5.3366
H -4.5289 0.3354 5.2937
H -5.8639 0.0904 3.1786
H -5.1032 -1.4523 2.8903
H -3.9177 1.3369 2.7774
H -3.7826 0.0556 1.6118
H -2.2774 0.5322 4.1897
H -1.5338 -1.9131 4.2380
H -2.8584 -2.2393 3.1284
H -2.9505 -1.2355 5.9837
H -3.8070 -2.5844 5.2720
H 1.1236 1.1252 2.9597
H -0.7485 1.6351 4.8774
H 0.9617 1.7680 5.1070
H -0.5989 -0.7719 5.7358
H -0.1636 0.4296 6.9197
H 1.4387 -1.6324 6.5994
H 2.1461 -0.0501 6.7959
H 2.9031 -1.6717 4.7776
H 2.8884 0.0707 4.5861
H 0.5373 -1.7184 3.8573
H 1.7014 -1.1591 2.6857
H -0.1008 2.1215 1.2262
H -3.0782 2.0444 0.6741
H -1.8913 1.2128 -0.3084
H -2.5741 3.6189 -1.0095
H -0.8760 3.2100 -1.0436
H -1.7836 5.4658 0.1681
H -0.3532 4.6497 0.7344
H -3.1518 4.1254 1.8199
H -1.9724 5.1439 2.6014
H -2.1310 2.6818 3.4007
H -0.5381 3.3438 3.1513
C 4.2065 -0.7802 1.1679
N 4.2148 0.6623 1.3832
C 5.4698 1.2223 1.9016
C 5.2068 2.5377 2.5957
C 4.4871 3.4528 1.6347
N 3.3355 2.7840 1.0557
C 2.3174 3.5937 0.4341
C 3.1196 1.3681 1.0756
O 2.0124 0.9472 0.7671
H 4.1704 -1.2924 2.1318
H 5.1280 -1.0600 0.6576
H 3.3452 -1.0540 0.5663
H 6.1648 1.3315 1.0624
H 5.8882 0.4778 2.5786
H 6.1459 2.9959 2.9023
H 4.6047 2.3834 3.4931
H 5.1227 3.7410 0.7833
H 4.1269 4.3824 2.0822
H 1.6088 3.9005 1.2174
H 1.7763 3.0068 -0.3044
H 2.7750 4.4895 0.0188

***

(2)
125
Properties=species:S:1:pos:R:3 method="wB97M-V/def2-TZVPD" de_lowest_kj_mol=379.95 energy_ev=-88589.9303 charge=0 homo_ev=-8.52 lumo_ev=-4.310 max_force_ev_per_a=18.12 orbital_gap_ev=4.2
C 2.6361 -2.8428 1.7106
C 1.9175 -4.3191 1.6916
C 2.2079 -4.9821 3.0474
C 1.1846 -4.6572 4.2295
C -0.2631 -4.8486 3.7598
C -0.5677 -4.0209 2.4591
N 0.5347 -4.2043 1.3864
O 0.1756 -3.9574 0.2191
C -0.7767 -2.5289 2.7500
C -1.9441 -4.6693 1.9495
C 2.6832 -5.2434 0.6701
H 2.3615 -2.1417 2.3564
H 2.5117 -2.3179 0.8521
H 3.6751 -2.7153 1.8021
H 3.3268 -4.8659 3.4115
H 2.1881 -6.0642 2.9860
H 1.3024 -3.4365 4.6105
H 1.3134 -5.3741 5.0913
H -0.9501 -4.5347 4.6264
H -0.2496 -6.0126 3.6440
H -1.1233 -1.9825 1.8135
H 0.1003 -2.0864 3.1720
H -1.4111 -2.4980 3.5758
H -2.8122 -4.8114 2.6890
H -1.6641 -5.6339 1.4841
H -2.2606 -4.0630 1.0504
H 2.6853 -6.2792 1.0886
H 3.8006 -4.9998 0.7707
H 2.7792 -5.2909 -0.4125
N 0.5474 1.0859 0.9523
O 0.7396 0.2109 1.8326
O -0.6003 1.1410 0.4268
O 1.4212 1.7142 0.4329
C 0.2853 4.8581 -1.0639
C 1.0902 3.9566 -2.0329
C 1.0205 4.3305 -3.5928
C 0.2991 5.6215 -3.9950
C -0.6775 6.2223 -2.9778
C -0.5075 5.9230 -1.4267
N 0.3697 5.9610 -5.3588
O 0.8927 7.1128 -5.6026
O 0.0251 5.2231 -6.2793
H 0.2776 4.6420 -0.0250
H 1.7036 3.3310 -1.7969
H 1.6802 3.7555 -4.2795
H -1.2609 7.1517 -3.1289
H -1.2485 6.3850 -0.8078
C 5.7960 2.0184 -1.4445
C 6.4275 1.3219 -2.5999
C 5.8280 -0.0796 -2.9867
C 4.4048 -0.6024 -2.4164
C 3.7690 0.2801 -1.2972
C 4.4754 1.6205 -0.9672
N 3.9005 -1.8616 -2.7690
O 3.1821 -2.3516 -1.7937
O 4.3299 -2.5902 -3.6956
H 6.2256 3.0877 -1.0258
H 7.2679 1.8941 -3.2965
H 6.2596 -0.7744 -3.7216
H 2.8373 -0.2040 -0.8647
H 4.1828 2.2508 -0.0801
C 0.0709 -0.1169 -2.7936
C -0.6005 -1.1981 -1.8682
C -1.3656 -2.2253 -2.4962
C -1.2816 -2.4632 -4.0670
C -0.4511 -1.4192 -4.8502
C 0.0791 -0.3036 -4.1953
N -1.9537 -3.5947 -4.6944
O -2.9615 -4.1613 -4.1693
O -1.4515 -3.9818 -5.7523
H 0.7209 0.5764 -2.3408
H -0.4612 -1.1626 -0.9511
H -2.0003 -3.0098 -1.9945
H -0.4210 -1.6099 -5.7943
H 0.7377 0.3019 -4.7026
C -4.9454 -1.9472 -2.3069
C -4.1733 -0.7620 -1.9220
C -3.5227 -0.8000 -0.5351
C -4.1178 -1.5945 0.5578
C -4.9332 -2.8847 0.1761
C -5.2311 -3.0109 -1.4499
N -3.9369 -1.3110 1.9988
O -3.1616 -0.3846 2.4586
O -4.4920 -2.1355 2.7970
H -5.2026 -2.1017 -3.2670
H -3.6773 0.0793 -2.6267
H -2.9267 -0.0171 -0.2419
H -5.4764 -3.6372 0.7507
H -6.0089 -3.9141 -1.4901
C -0.8238 4.4434 2.2923
O -0.1750 5.4293 2.0749
N -2.0697 4.2870 2.4436
C -2.8148 3.0625 2.5054
C -2.9589 5.4655 2.4577
H -0.3853 3.4075 2.3651
H -3.5410 3.1254 1.8018
H -3.0034 2.8559 3.5179
H -2.3184 2.0800 2.3558
H -2.3973 6.2456 2.5992
H -3.6998 5.5708 3.2049
H -3.4938 5.4283 1.5015
C -4.3220 3.0925 -3.5306
O -3.4560 3.6436 -4.3089
N -4.0181 2.8017 -2.3170
C -5.0823 2.4149 -1.3562
C -2.5712 2.7861 -1.7572
H -5.3542 3.0058 -3.8199
H -5.6163 1.5968 -1.8601
H -6.0538 3.0432 -1.2437
H -4.7152 2.1200 -0.3950
H -2.3317 3.0059 -0.7257
H -1.9658 3.3416 -2.4980
H -2.2963 1.7572 -1.8101
C 5.0941 1.3078 4.9012
O 5.7673 1.0493 5.9608
N 4.2970 0.3558 4.4173
C 3.8702 0.5504 3.0276
C 3.8091 -0.7119 5.1320
H 5.3415 2.0522 4.2949
H 3.2811 -0.3057 2.6825
H 4.6525 1.0414 2.4518
H 3.2350 1.2067 3.0577
H 3.9466 -1.4198 4.5035
H 2.8407 -0.4790 5.2687
H 4.1690 -1.1228 5.7722

***

(3)
106
Properties=species:S:1:pos:R:3 method="wB97M-V/def2-TZVPD" s_squared=6.0117 energy_ev=-83257.9324 charge=+1 multiplicity=5 homo_ev="-8.52 / -10.98" lumo_ev="-1.792 / -4.270" max_force_ev_per_a=0.51 orbital_gap_ev="6.7 / 6.7"
Rh 0.5005 -0.6165 -0.1575
C 2.1545 3.7930 -2.5683
C 0.8707 3.5792 -1.7672
C -0.0900 4.7569 -1.9139
P 0.1297 1.8864 -2.0726
C 0.4103 1.6612 -3.8968
C 0.0065 0.2913 -4.4224
C -0.0637 2.7405 -4.8742
C -1.6453 2.1363 -1.6795
C -2.5898 2.5596 -2.6081
C -3.9160 2.7450 -2.2430
C -4.3122 2.5198 -0.9345
C -3.3781 2.1063 0.0039
C -2.0424 1.9061 -0.3434
Si -0.8090 1.1817 0.8628
C -1.5699 0.6630 2.5081
C -2.1793 1.5703 3.3767
C -2.6429 1.1763 4.6220
C -2.4963 -0.1422 5.0303
C -1.8932 -1.0605 4.1883
C -1.4298 -0.6672 2.9332
P -0.7106 -1.8536 1.7573
C -0.0241 -3.2643 2.7254
C 0.4816 -4.3167 1.7356
C 1.0667 -2.8980 3.7219
C -2.2116 -2.6008 0.9430
C -2.9422 -3.6383 1.7913
C -3.1961 -1.5134 0.5221
C 0.5677 2.4164 1.2791
C 0.1890 3.7065 1.6568
C 1.1262 4.6906 1.9298
C 2.4768 4.3950 1.8363
C 2.8781 3.1191 1.4709
C 1.9400 2.1265 1.1858
P 2.4746 0.4442 0.7070
C 3.2978 -0.2218 2.2204
C 2.4367 0.1355 3.4332
C 4.7453 0.1959 2.4758
C 3.6652 0.5412 -0.7015
C 4.7725 1.5927 -0.6947
C 4.2182 -0.8624 -0.9612
H 2.6747 4.6687 -2.1771
H 1.9580 3.9752 -3.6245
H 2.8411 2.9481 -2.4973
H 1.1631 3.5470 -0.7174
H -0.4807 4.8634 -2.9254
H 0.4400 5.6788 -1.6659
H -0.9403 4.6699 -1.2385
H 1.5085 1.6924 -3.8988
H -1.0771 0.1660 -4.4081
H 0.4472 -0.5197 -3.8514
H 0.3327 0.1960 -5.4591
H -1.1041 2.5879 -5.1587
H 0.5227 2.6611 -5.7912
H 0.0471 3.7543 -4.4994
H -2.3015 2.7568 -3.6303
H -4.6350 3.0663 -2.9840
H -5.3443 2.6610 -0.6449
H -3.7038 1.9177 1.0192
H -2.2906 2.6075 3.0851
H -3.1091 1.8984 5.2787
H -2.8522 -0.4533 6.0030
H -1.7842 -2.0862 4.5174
H -0.8706 -3.6860 3.2754
H 1.3211 -3.9224 1.1579
H -0.2838 -4.6373 1.0285
H 0.8302 -5.1979 2.2751
H 1.9916 -2.6343 3.2081
H 1.2793 -3.7635 4.3505
H 0.7904 -2.0699 4.3729
H -1.8208 -3.0839 0.0414
H -3.2384 -3.2314 2.7599
H -2.3575 -4.5416 1.9572
H -3.8566 -3.9361 1.2760
H -3.6990 -1.0873 1.3918
H -3.9550 -1.9483 -0.1302
H -2.7256 -0.6962 -0.0212
H -0.8621 3.9643 1.7061
H 0.8046 5.6866 2.2028
H 3.2181 5.1541 2.0460
H 3.9351 2.9066 1.4051
H 3.2701 -1.3073 2.0715
H 2.5349 1.1948 3.6700
H 2.7682 -0.4376 4.2993
H 1.3759 -0.0698 3.2770
H 4.8310 1.2706 2.6283
H 5.4230 -0.0955 1.6770
H 5.0936 -0.2839 3.3917
H 2.9864 0.7811 -1.5325
H 5.4631 1.4715 0.1382
H 4.3737 2.6050 -0.6688
H 5.3526 1.4952 -1.6142
H 4.9288 -1.1664 -0.1925
H 4.7427 -0.8775 -1.9166
H 3.4246 -1.6110 -1.0050
C -0.9033 -4.1353 -3.1266
C 0.3346 -4.2600 -2.5150
C 0.8486 -3.2084 -1.7598
C 0.1134 -2.0379 -1.6279
C -1.1210 -1.9017 -2.2591
C -1.6312 -2.9575 -3.0025
H -1.2986 -4.9544 -3.7111
H 0.9036 -5.1743 -2.6207
H 1.8119 -3.3201 -1.2763
H -1.6831 -0.9759 -2.1913
H -2.5900 -2.8573 -3.4947

***

(4)
117
Properties=species:S:1:pos:R:3 method="wB97M-V/def2-TZVPD" de_lowest_kj_mol=0.00 energy_ev=-91751.1297 charge=+3 homo_ev=-14.98 lumo_ev=-7.635 max_force_ev_per_a=1.87 orbital_gap_ev=7.3
Hf 0.2179 0.1723 -0.1911
C -3.1599 0.7536 0.1903
N -2.0824 0.7748 -0.8134
C -1.9986 2.1452 -1.3556
C -2.3982 -0.1495 -1.9040
C -3.6908 -0.3913 -2.3456
C -3.9272 -1.3350 -3.3312
C -2.8721 -2.0833 -3.8276
C -1.5731 -1.8325 -3.4176
C -1.3070 -0.7998 -2.5102
N -0.0263 -0.3628 -2.1301
C 0.9657 -0.2161 -3.1047
C 0.8033 -0.4651 -4.4736
C 1.8730 -0.3991 -5.3433
C 3.1377 -0.0830 -4.8774
C 3.2894 0.2957 -3.5558
C 2.2150 0.2698 -2.6793
N 2.2619 0.9448 -1.3743
C 3.5345 0.6957 -0.6743
C 2.2241 2.3870 -1.7161
H -4.0216 1.3350 -0.1445
H -3.5016 -0.2658 0.3628
H -2.7966 1.1898 1.1169
H -2.9430 2.4279 -1.8363
H -1.8036 2.8449 -0.5410
H -1.2002 2.1976 -2.1006
H -4.5218 0.1650 -1.9476
H -4.9274 -1.4991 -3.6988
H -3.0560 -2.8605 -4.5515
H -0.7663 -2.4339 -3.8085
H -0.1760 -0.6734 -4.8695
H 1.7109 -0.5857 -6.3920
H 3.9804 -0.0556 -5.5470
H 4.2569 0.6374 -3.2287
H 4.3648 1.1918 -1.1827
H 3.4742 1.0967 0.3399
H 3.7407 -0.3736 -0.6684
H 3.0222 2.6338 -2.4222
H 1.2755 2.6259 -2.1978
H 2.3593 2.9964 -0.8233
N -1.0859 -1.8429 0.3473
C -0.4886 -3.0492 0.9208
C -1.2663 -4.1879 1.0995
C -0.7248 -5.3367 1.6491
C 0.6084 -5.3588 2.0263
C 1.3906 -4.2368 1.8457
C 0.8496 -3.0680 1.3029
P 1.9508 -1.6374 0.9987
C 3.0605 -2.5292 -0.1665
C 2.5644 -2.6568 -1.4649
C 3.2919 -3.3332 -2.4267
C 4.5103 -3.9082 -2.0906
C 4.9835 -3.8179 -0.7911
C 4.2652 -3.1330 0.1774
C 2.8914 -1.5613 2.5669
C 4.2053 -1.0892 2.5781
C 4.9343 -1.0956 3.7554
C 4.3483 -1.5151 4.9386
C 3.0285 -1.9350 4.9385
C 2.3075 -1.9786 3.7595
H -1.6674 -2.1458 -0.4454
H -1.7394 -1.4674 1.0451
H -2.3032 -4.1748 0.8023
H -1.3389 -6.2133 1.7753
H 1.0330 -6.2533 2.4509
H 2.4316 -4.2573 2.1305
H 1.5843 -2.2389 -1.6859
H 2.9138 -3.4088 -3.4346
H 5.0672 -4.4513 -2.8379
H 5.9176 -4.2853 -0.5229
H 4.6441 -3.0870 1.1884
H 4.6759 -0.7577 1.6630
H 5.9670 -0.7853 3.7526
H 4.9213 -1.5144 5.8509
H 2.5726 -2.2691 5.8546
H 1.3001 -2.3658 3.7553
C 0.1813 5.7402 2.1268
N 0.1671 4.6587 1.1471
C 0.0996 5.1220 -0.2327
P 0.7571 3.1810 1.5090
O 0.4408 2.1790 0.4362
O -0.0634 2.7304 2.8326
P -0.7942 1.3317 3.1339
O -0.5021 0.3275 2.0532
N -0.1113 0.9019 4.5832
C -0.4189 -0.4162 5.1186
C -0.0678 1.8974 5.6498
N -2.4116 1.7613 3.1105
C -3.2863 0.7885 3.7620
C -2.8364 3.1405 3.3305
N 2.3554 3.0959 1.9594
C 2.7052 1.9567 2.7994
C 3.0780 4.3119 2.3262
H 0.9542 6.4766 1.8981
H 0.3382 5.3422 3.1266
H -0.7810 6.2521 2.0970
H 0.9081 5.8182 -0.4627
H -0.8452 5.6437 -0.3849
H 0.1541 4.2691 -0.9011
H -0.4880 -1.1314 4.3030
H -1.3543 -0.4223 5.6850
H 0.3873 -0.7098 5.7921
H 0.1357 2.8836 5.2436
H 0.7323 1.6222 6.3370
H -1.0016 1.9334 6.2157
H -2.9302 -0.2182 3.5408
H -4.2956 0.9108 3.3683
H -3.3246 0.9343 4.8433
H -2.2000 3.8186 2.7665
H -2.8203 3.4274 4.3842
H -3.8578 3.2283 2.9620
H 2.0861 1.1005 2.5213
H 2.5591 2.1605 3.8632
H 3.7544 1.7098 2.6500
H 2.8578 5.1025 1.6139
H 4.1465 4.1017 2.2822
H 2.8417 4.6560 3.3363